No. 1
119
Properties=species:S:1:pos:R:3:mulliken_charge:R:1 method="wB97M-V/def2-TZVPD" e_lumo_ev=0.582 multiplicity=1 smiles=COC[C@H](C)N.COC[C@H](C)N.COC[C@H](C)N.COC[C@H](C)N.COC[C@H](C)N.COC[C@H](C)N.COC[C@H](C)N orbital_gap_ev=9.1 e_tot_ha=-2022.79896
C 1.76 1.69 -3.49 -0.563
O 2.99 1.52 -2.85 -0.135
C 3.88 0.77 -3.57 -0.839
C 5.24 0.78 -2.84 0.557
C 6.32 0.28 -3.81 -1.695
N 5.33 -0.04 -1.63 -0.557
H 1.50 0.81 -4.08 0.412
H 1.74 2.53 -4.19 0.272
H 0.97 1.82 -2.75 -0.125
H 3.58 -0.28 -3.68 0.208
H 3.98 1.11 -4.61 0.551
H 5.46 1.82 -2.55 0.205
H 6.48 0.92 -4.68 0.423
H 6.05 -0.67 -4.28 0.302
H 7.29 0.20 -3.33 0.445
H 4.92 0.59 -0.94 0.180
H 6.29 0.10 -1.33 0.346
C -1.65 0.66 -1.71 -1.104
O -0.41 0.61 -0.99 0.138
C -0.14 -0.57 -0.27 -0.800
C 1.34 -0.79 -0.03 1.172
C 1.94 0.28 0.89 -1.325
N 2.13 -0.87 -1.29 -0.277
H -2.02 -0.32 -2.03 0.429
H -1.60 1.37 -2.53 0.352
H -2.39 1.06 -1.02 0.302
H -0.70 -0.66 0.67 0.375
H -0.41 -1.43 -0.88 -0.180
H 1.41 -1.77 0.44 0.175
H 3.02 0.16 0.97 0.445
H 1.51 0.13 1.88 0.183
H 1.68 1.26 0.51 0.050
H 3.13 -1.04 -1.23 -0.180
H 2.08 0.09 -1.60 0.050
C 3.63 -4.53 1.73 -0.865
O 3.15 -4.73 0.41 -0.302
C 3.91 -4.01 -0.58 -0.573
C 3.30 -4.35 -1.97 0.140
C 4.21 -3.72 -3.02 -1.032
N 1.95 -3.78 -2.01 -0.635
H 4.62 -4.97 1.83 0.336
H 2.99 -4.93 2.51 0.271
H 3.77 -3.46 1.95 0.318
H 4.04 -2.94 -0.40 0.175
H 4.95 -4.35 -0.56 0.567
H 3.24 -5.43 -2.00 0.428
H 3.95 -4.01 -4.04 0.399
H 5.26 -3.97 -2.85 0.416
H 4.17 -2.63 -3.04 -0.107
H 1.48 -4.12 -1.18 0.399
H 2.09 -2.81 -1.71 0.152
C -8.30 0.10 -2.58 -0.835
O -7.15 -0.30 -1.91 -0.256
C -7.30 -0.28 -0.49 -0.809
C -6.04 -0.88 0.21 -0.028
C -4.75 -0.14 -0.22 -1.311
N -5.92 -2.32 0.05 -0.480
H -8.66 1.10 -2.32 0.313
H -9.15 -0.59 -2.49 0.324
H -8.04 0.03 -3.64 0.253
H -7.53 0.72 -0.13 0.462
H -8.14 -0.90 -0.16 0.415
H -6.18 -0.66 1.27 0.340
H -4.84 0.93 -0.06 0.471
H -4.55 -0.36 -1.27 0.333
H -3.89 -0.49 0.36 0.225
H -5.95 -2.49 -0.95 0.281
H -6.72 -2.75 0.50 0.233
C 0.11 -2.87 2.57 -0.855
O -0.51 -3.37 1.39 0.017
C -1.88 -3.68 1.59 -0.985
C -2.38 -4.41 0.35 0.651
C -2.13 -3.67 -1.01 -0.802
N -3.78 -4.67 0.47 -0.818
H 1.19 -2.86 2.48 0.100
H -0.11 -3.61 3.34 0.465
H -0.23 -1.90 2.94 0.316
H -2.01 -4.41 2.39 0.321
H -2.36 -2.73 1.81 0.373
H -1.93 -5.40 0.22 0.234
H -2.64 -4.18 -1.83 0.517
H -1.08 -3.53 -1.27 -0.020
H -2.50 -2.64 -0.98 0.010
H -4.12 -5.05 -0.40 0.305
H -4.32 -3.81 0.54 0.331
C 0.17 1.44 4.30 -0.095
O -1.21 1.63 4.62 -0.459
C -1.82 2.72 3.91 -0.022
C -1.79 4.09 4.62 0.383
C -2.74 5.05 3.92 -1.395
N -0.46 4.73 4.59 -0.502
H 0.31 1.45 3.22 -0.156
H 0.64 0.56 4.75 0.369
H 0.75 2.30 4.65 0.135
H -1.44 2.76 2.89 -0.276
H -2.84 2.37 3.75 0.380
H -2.11 3.97 5.65 0.353
H -3.72 4.57 3.96 0.409
H -2.45 5.28 2.89 0.244
H -2.72 6.04 4.37 0.391
H 0.25 4.09 4.93 0.079
H -0.38 5.56 5.17 0.228
C 4.02 4.02 -0.28 -0.755
O 2.88 3.71 0.50 -0.362
C 1.67 3.97 -0.13 -1.130
C 0.51 3.87 0.86 2.155
C -0.84 3.87 0.10 -0.808
N 0.52 4.98 1.80 -0.753
H 4.17 3.23 -1.02 0.153
H 4.95 4.05 0.29 0.277
H 3.89 4.95 -0.83 0.375
H 1.70 4.96 -0.59 0.806
H 1.52 3.18 -0.87 0.042
H 0.65 3.00 1.49 -0.852
H -0.93 3.03 -0.60 -0.243
H -0.95 4.78 -0.49 0.468
H -1.72 3.73 0.72 0.220
H 0.19 5.86 1.43 0.347
H -0.29 4.86 2.41 0.026

No. 2
131
Properties=species:S:1:pos:R:3:mulliken_charge:R:1 method="wB97M-V/def2-TZVPD" e_lumo_ev=-0.014 multiplicity=1 smiles="COCCNCCOC.COCCNCCOC.COCCNCCOC.COCCNCCOC.NC(N)=O.NC(N)=O.NC(N)=O.NC(N)=O.O" orbital_gap_ev=8.8 e_tot_ha=-2748.64154
C -0.83 -5.25 -0.50 -0.805
O 0.49 -4.93 -0.72 -0.203
C 1.30 -5.18 0.43 -0.277
C 2.80 -5.01 -0.04 -0.895
N 3.20 -3.59 -0.10 -0.007
C 3.63 -3.16 1.24 -0.645
C 4.30 -1.79 1.07 0.434
O 4.46 -1.06 2.28 -0.293
C 5.23 0.13 2.20 -1.109
H -1.30 -5.00 -1.45 0.168
H -1.17 -4.55 0.26 0.327
H -0.91 -6.33 -0.47 0.350
H 1.30 -6.18 0.87 0.441
H 1.24 -4.49 1.27 0.132
H 2.95 -5.60 -0.95 0.334
H 3.33 -5.57 0.73 0.431
H 2.46 -2.96 -0.37 0.093
H 4.48 -3.77 1.52 0.338
H 2.81 -3.14 1.96 0.165
H 3.72 -1.24 0.32 -0.411
H 5.31 -1.97 0.69 0.283
H 4.91 0.82 2.98 0.382
H 5.00 0.77 1.34 0.555
H 6.31 -0.01 2.26 0.301
C 0.41 8.14 5.94 -0.891
O -0.53 7.13 6.07 -0.357
C -1.79 7.40 5.48 -0.607
C -2.52 6.04 5.50 -0.704
N -1.70 4.95 5.03 -0.462
C -1.39 5.31 3.60 -0.323
C -0.49 4.34 2.87 -0.524
O 0.77 4.21 3.53 -0.378
C 1.69 3.33 2.83 -0.612
H 1.29 8.12 6.58 0.306
H 0.11 9.19 6.00 0.360
H 0.97 8.17 5.00 0.331
H -1.63 7.74 4.45 0.376
H -2.39 8.18 5.93 0.496
H -3.35 6.17 4.80 0.333
H -3.06 5.89 6.44 0.366
H -0.87 5.24 5.52 0.430
H -0.72 6.18 3.59 0.146
H -2.31 5.51 3.06 0.360
H -0.25 4.70 1.87 0.407
H -0.94 3.35 2.79 0.199
H 2.69 3.74 2.99 0.361
H 1.55 3.22 1.75 0.148
H 1.65 2.33 3.24 0.235
C -0.45 -0.44 -4.52 -1.002
O -1.57 -0.69 -5.37 -0.364
C -1.33 -1.80 -6.23 -0.524
C -2.68 -1.95 -7.04 -0.491
N -2.96 -0.77 -7.88 -0.361
C -4.34 -0.75 -8.34 -0.710
C -5.38 -0.63 -7.24 -0.573
O -5.29 0.52 -6.38 -0.341
C -5.18 1.89 -6.89 -0.709
H -0.68 0.32 -3.77 0.327
H 0.33 0.04 -5.11 0.552
H -0.10 -1.38 -4.10 0.327
H -1.21 -2.77 -5.76 0.372
H -0.42 -1.60 -6.80 0.281
H -3.49 -2.02 -6.33 0.209
H -2.64 -2.87 -7.64 0.365
H -2.63 0.03 -7.35 0.330
H -4.46 -1.63 -8.97 0.392
H -4.50 0.07 -9.04 0.348
H -5.39 -1.53 -6.62 0.331
H -6.39 -0.57 -7.64 0.410
H -5.90 2.06 -7.69 0.330
H -4.24 2.05 -7.40 0.277
H -5.25 2.65 -6.11 0.257
C 1.81 -1.77 4.38 -0.929
O 0.63 -2.01 3.69 -0.425
C 0.19 -0.81 3.03 -0.388
C -0.97 -1.23 2.12 -0.578
N -2.09 -1.88 2.82 -0.263
C -2.85 -0.97 3.68 -0.502
C -3.91 -1.74 4.34 -0.534
O -4.70 -0.99 5.19 -0.328
C -5.74 -1.66 5.86 -0.787
H 2.28 -2.70 4.67 0.240
H 1.44 -1.32 5.30 0.410
H 2.53 -1.16 3.84 0.326
H 0.98 -0.38 2.40 0.339
H -0.19 -0.07 3.73 0.377
H -0.61 -2.00 1.45 -0.005
H -1.31 -0.37 1.54 0.425
H -1.45 -2.44 3.37 0.409
H -3.26 -0.10 3.16 0.325
H -2.26 -0.46 4.44 0.246
H -3.43 -2.42 5.04 0.299
H -4.55 -2.26 3.62 0.336
H -6.57 -1.08 6.26 0.275
H -5.41 -2.22 6.74 0.319
H -6.11 -2.50 5.27 0.295
N 3.26 -3.00 -3.89 -0.317
C 2.70 -2.30 -4.82 0.630
N 1.77 -2.99 -5.46 -0.345
O 2.92 -1.18 -5.21 -0.675
H 4.16 -2.70 -3.56 0.212
H 2.71 -3.76 -3.50 0.108
H 1.42 -3.85 -5.05 0.149
H 1.45 -2.53 -6.30 0.220
N 1.38 -0.74 -1.56 0.254
C 1.74 0.28 -0.78 0.369
N 0.71 0.65 -0.05 0.079
O 2.83 0.82 -0.79 -1.015
H 2.16 -1.13 -2.07 -0.050
H 0.44 -1.11 -1.46 0.153
H -0.10 0.14 -0.37 0.275
H 0.57 1.36 0.66 -0.005
N -2.63 -2.00 -2.34 -0.282
C -2.25 -1.75 -1.20 0.522
N -2.88 -2.37 -0.24 -0.072
O -1.28 -1.03 -1.02 -1.000
H -2.23 -1.27 -2.91 0.061
H -3.37 -2.62 -2.65 0.177
H -2.58 -2.28 0.72 0.065
H -3.79 -2.71 -0.52 0.203
N 4.57 3.19 0.05 -0.145
C 5.78 3.46 0.53 0.574
N 6.69 2.66 0.00 -0.261
O 6.00 4.35 1.35 -0.720
H 4.37 2.33 -0.44 0.031
H 3.81 3.80 0.32 0.140
H 6.27 1.91 -0.53 0.214
H 7.65 2.60 0.31 0.214
O 5.36 0.46 -1.59 -0.662
H 5.42 -0.49 -1.74 0.290
H 4.46 0.59 -1.29 0.607

No. 3
124
Properties=species:S:1:pos:R:3:mulliken_charge:R:1 method="wB97M-V/def2-TZVPD" e_lumo_ev=-0.019 multiplicity=1 smiles="NC(N)=O.NC(N)=O.CC(C)O.CC(C)O.CC(C)O.CC(C)O.CC(C)O.CC(C)O.CC(C)O.CC(C)O.CO.CO" orbital_gap_ev=8.5 e_tot_ha=-2236.23173
N -0.35 -0.50 0.67 3.287
C 0.56 -0.16 -0.19 1.585
N 0.75 -0.98 -1.16 0.847
O 1.36 1.05 -0.15 -0.472
H -0.49 0.06 1.54 -0.852
H -0.95 -1.33 0.46 -1.879
H 1.41 -0.73 -1.96 -0.386
H 0.00 -1.73 -1.32 -0.589
N 0.59 -5.06 -3.70 -0.392
C 0.28 -3.79 -3.75 0.359
N -0.86 -3.45 -4.13 -0.470
O 1.32 -2.94 -3.48 -0.638
H 1.49 -5.37 -3.34 0.289
H 0.03 -5.87 -3.99 0.171
H -0.93 -2.54 -4.59 0.292
H -1.46 -4.28 -4.35 0.135
C 1.35 -1.36 3.84 -1.311
C -0.14 -1.38 4.30 1.290
C -0.72 -2.62 3.66 -0.967
O -0.23 -1.59 5.50 -0.575
H 1.76 -2.36 3.92 0.456
H 1.90 -0.53 4.27 0.096
H 1.36 -1.19 2.79 0.112
H -0.68 -0.46 4.12 -0.035
H -0.62 -2.66 2.54 -0.417
H -1.74 -2.87 4.05 0.271
H -0.18 -3.53 3.88 0.604
H -0.61 -0.86 6.05 0.453
C 3.43 -4.51 0.64 -1.858
C 2.24 -3.61 0.19 0.969
C 0.94 -4.19 0.87 -0.621
O 2.44 -2.40 0.42 -0.626
H 3.54 -4.74 1.67 0.387
H 4.31 -4.01 0.32 0.470
H 3.34 -5.43 0.00 0.380
H 2.14 -3.70 -0.84 0.132
H 1.01 -5.35 0.88 0.439
H -0.06 -3.94 0.47 -0.064
H 0.94 -3.98 1.94 -0.057
H 1.81 -1.90 -0.08 -0.104
C 0.32 0.64 -6.02 -2.010
C -0.32 -0.07 -4.85 0.862
C -0.79 0.86 -3.76 -0.187
O -1.17 -0.92 -5.05 -0.428
H 0.71 -0.14 -6.62 0.486
H 1.14 1.23 -5.61 0.270
H -0.42 1.20 -6.50 0.538
H 0.48 -0.61 -4.24 -0.240
H -1.13 0.33 -2.79 -0.542
H -1.75 1.27 -4.11 0.653
H -0.10 1.66 -3.51 -0.125
H -1.87 -0.46 -5.55 0.455
C 2.73 5.08 -3.05 -1.165
C 2.31 5.27 -1.54 0.228
C 2.20 3.84 -1.04 0.706
O 2.99 5.97 -0.79 -0.527
H 3.43 4.24 -3.19 0.246
H 2.95 6.02 -3.56 0.382
H 1.82 4.76 -3.54 0.311
H 1.30 5.68 -1.48 0.318
H 1.59 3.71 -0.13 -0.339
H 3.28 3.42 -0.89 0.303
H 1.58 3.15 -1.71 -0.931
H 2.63 6.11 0.05 0.367
C -2.95 -2.19 0.14 -0.929
C -2.54 -2.61 -1.23 0.986
C -3.18 -1.53 -2.24 -0.972
O -1.34 -2.72 -1.51 -0.227
H -2.43 -2.69 0.97 0.010
H -4.04 -2.27 0.26 0.456
H -2.74 -1.17 0.07 -0.531
H -3.11 -3.50 -1.47 0.487
H -3.03 -0.55 -1.91 -0.031
H -4.24 -1.65 -2.31 0.538
H -2.70 -1.67 -3.23 0.171
H -1.15 -3.22 -2.25 0.119
C 3.34 2.29 2.22 -0.908
C 3.36 2.58 3.75 0.768
C 4.14 1.54 4.49 -1.842
O 3.86 3.60 4.22 -0.526
H 2.84 3.11 1.74 -0.006
H 2.90 1.35 1.87 0.098
H 4.36 2.22 1.79 0.497
H 2.34 2.47 4.11 0.217
H 5.09 1.65 4.00 0.474
H 3.84 0.60 4.35 0.519
H 4.34 1.83 5.54 0.256
H 3.24 3.93 4.87 0.486
C -3.39 2.51 -1.63 -1.484
C -2.55 2.22 -0.39 1.994
C -1.16 2.86 -0.60 -0.381
O -3.11 2.71 0.63 -0.675
H -3.25 3.50 -2.07 0.282
H -4.43 2.30 -1.32 0.394
H -3.09 1.82 -2.29 0.282
H -2.43 1.17 -0.23 -0.700
H -0.42 2.70 0.22 -0.670
H -1.20 3.96 -0.71 0.651
H -0.71 2.50 -1.50 -0.236
H -3.93 2.21 0.91 0.501
C -3.39 -0.04 2.49 0.369
C -4.34 -1.11 3.11 0.369
C -4.50 -0.75 4.60 -1.364
O -5.45 -1.16 2.58 -0.519
H -3.55 0.05 1.34 0.068
H -2.43 -0.13 2.90 -1.303
H -3.79 0.98 2.70 0.761
H -3.89 -2.10 3.06 0.117
H -3.55 -0.75 5.07 0.236
H -5.05 -1.46 5.28 0.338
H -5.05 0.20 4.66 0.357
H -5.64 -0.34 2.16 0.394
C 2.99 0.97 -3.38 -0.196
O 2.88 -0.29 -2.78 -0.429
H 3.98 1.38 -3.30 0.551
H 2.39 1.66 -2.88 -0.218
H 2.61 0.75 -4.40 0.122
H 3.66 -0.45 -2.23 0.224
C -0.70 2.71 3.04 -0.707
O 0.19 1.69 2.80 0.191
H -1.68 2.55 2.73 0.097
H -0.31 3.58 2.47 0.280
H -0.92 2.93 4.11 0.270
H 0.86 1.92 2.17 -0.417

No. 4
120
Properties=species:S:1:pos:R:3:mulliken_charge:R:1 method="wB97M-V/def2-TZVPD" e_lumo_ev=0.400 multiplicity=1 smiles=CC(C)O.CC(C)O.CC(C)O.CC(C)O.CC(C)O.CC(C)O.CC(C)O.CC(C)O.CO.CO.CO.CO orbital_gap_ev=9.7 e_tot_ha=-2017.51163
C 22.57 -5.08 -0.80 0.015
C 22.13 -5.50 0.57 0.260
C 20.92 -6.50 0.49 -1.239
O 23.27 -6.03 1.22 -0.577
H 23.36 -4.34 -0.73 -0.208
H 21.75 -4.78 -1.45 0.264
H 23.11 -5.89 -1.29 -0.129
H 21.86 -4.63 1.17 0.328
H 20.67 -6.95 1.45 0.373
H 21.18 -7.21 -0.29 0.212
H 20.00 -5.96 0.24 0.391
H 23.35 -6.98 1.11 0.330
C 24.62 -11.06 -4.88 -1.541
C 25.19 -9.80 -5.58 0.964
C 26.32 -9.03 -4.83 -0.925
O 25.46 -10.31 -6.84 -0.582
H 25.16 -11.99 -5.05 0.366
H 23.58 -11.20 -5.19 0.465
H 24.53 -10.90 -3.81 0.275
H 24.38 -9.08 -5.65 -0.016
H 26.59 -8.06 -5.24 0.049
H 27.18 -9.70 -4.93 0.451
H 26.02 -8.73 -3.82 0.104
H 24.63 -10.75 -7.01 0.407
C 25.51 -0.87 -3.13 -0.670
C 24.51 -1.52 -2.22 1.550
C 24.68 -1.28 -0.67 -1.243
O 23.21 -1.13 -2.80 -0.732
H 25.47 0.22 -3.14 0.399
H 25.50 -0.91 -4.22 -0.033
H 26.48 -1.17 -2.73 0.036
H 24.40 -2.59 -2.44 -0.545
H 24.60 -0.28 -0.24 0.418
H 25.68 -1.55 -0.32 0.151
H 23.95 -1.91 -0.17 0.324
H 23.25 -1.55 -3.66 0.134
C 23.10 -1.21 -7.84 -1.408
C 22.61 -1.34 -6.44 0.922
C 21.13 -1.57 -6.40 -1.565
O 23.30 -2.34 -5.78 0.650
H 23.14 -0.18 -8.19 0.410
H 22.39 -1.68 -8.52 0.329
H 24.14 -1.51 -8.00 0.140
H 22.84 -0.36 -6.02 0.382
H 20.62 -1.07 -7.22 0.414
H 20.64 -1.43 -5.43 0.383
H 20.90 -2.61 -6.62 0.264
H 23.39 -3.11 -6.34 -0.518
C 31.72 -6.97 -4.58 -1.534
C 30.44 -6.18 -4.60 0.570
C 30.06 -5.58 -3.24 -0.178
O 30.47 -5.16 -5.53 -0.457
H 31.86 -7.59 -5.47 0.419
H 31.81 -7.60 -3.70 0.344
H 32.56 -6.28 -4.65 0.348
H 29.61 -6.85 -4.83 0.098
H 30.85 -4.88 -2.97 0.194
H 29.78 -6.30 -2.47 0.466
H 29.15 -5.04 -3.50 -0.578
H 30.42 -5.53 -6.42 0.324
C 25.27 -5.66 -8.42 -1.452
C 24.12 -4.62 -8.33 0.953
C 23.09 -4.93 -9.39 -1.625
O 23.61 -4.69 -6.99 -0.355
H 25.78 -5.78 -7.47 0.219
H 26.04 -5.45 -9.16 0.376
H 24.84 -6.63 -8.65 0.376
H 24.68 -3.70 -8.51 0.088
H 22.64 -5.92 -9.33 0.344
H 23.55 -4.78 -10.37 0.441
H 22.25 -4.25 -9.36 0.366
H 23.13 -5.51 -6.87 0.124
C 29.56 -1.87 -6.29 -1.639
C 28.23 -1.88 -5.54 0.403
C 27.01 -2.53 -6.27 -0.551
O 28.50 -2.54 -4.28 -0.404
H 30.33 -1.47 -5.63 0.442
H 29.50 -1.31 -7.22 0.452
H 29.87 -2.87 -6.60 0.292
H 27.89 -0.87 -5.30 0.239
H 26.02 -2.30 -5.87 -0.108
H 27.11 -3.61 -6.40 0.027
H 26.89 -2.12 -7.28 0.490
H 29.34 -3.01 -4.33 0.054
C 28.01 -6.67 0.89 -1.711
C 27.12 -5.80 0.02 1.283
C 27.09 -4.30 0.48 -1.418
O 27.49 -5.85 -1.34 -0.366
H 27.45 -7.14 1.70 0.403
H 28.80 -6.11 1.39 0.331
H 28.51 -7.43 0.29 0.368
H 26.14 -6.27 0.01 0.040
H 27.99 -3.82 0.83 0.337
H 26.40 -4.22 1.32 0.484
H 26.73 -3.64 -0.31 0.245
H 28.08 -5.10 -1.40 -0.027
C 25.67 -5.06 -3.96 0.206
O 25.13 -6.02 -3.11 0.010
H 24.88 -4.38 -4.28 -0.318
H 26.43 -4.48 -3.44 -0.074
H 26.20 -5.48 -4.81 -0.049
H 25.76 -6.26 -2.43 -0.032
C 21.25 -5.14 -4.27 0.171
O 20.74 -6.44 -4.52 -0.651
H 21.44 -4.61 -5.20 -0.006
H 20.64 -4.59 -3.56 0.423
H 22.25 -5.20 -3.83 -0.300
H 21.34 -7.18 -4.39 0.317
C 22.86 -8.93 -2.40 -0.479
O 22.96 -7.92 -3.39 0.106
H 23.77 -9.53 -2.41 0.092
H 23.01 -8.52 -1.40 0.079
H 21.91 -9.43 -2.55 0.260
H 23.80 -7.46 -3.31 0.059
C 30.00 -2.59 -1.26 -1.025
O 28.78 -3.18 -1.64 0.207
H 29.83 -2.19 -0.26 0.279
H 30.81 -3.30 -1.39 0.361
H 30.21 -1.65 -1.76 0.275
H 28.54 -2.98 -2.55 0.322